# 1
The following is a quantum chemistry calculation of a 11-piece molecular cluster, C32H84N2O11 overall, from the Open Molecules 2025 dataset.

Atoms and positions in Å:
C  6.40  0.40  3.25
C  5.39  -0.02  2.18
C  6.01  0.18  0.80
C  5.03  -1.49  2.35
C  3.98  -1.76  3.42
C  2.77  -0.85  3.28
C  3.12  0.63  3.20
C  1.89  1.36  2.73
C  3.46  1.14  4.61
N  4.17  0.80  2.21
O  4.49  2.17  2.06
H  6.03  0.13  4.24
H  7.37  -0.07  3.10
H  6.51  1.48  3.26
H  6.67  -0.64  0.47
H  5.27  0.26  0.01
H  6.66  1.06  0.77
H  4.71  -1.92  1.39
H  5.93  -2.01  2.67
H  3.68  -2.81  3.40
H  4.40  -1.57  4.41
H  2.07  -1.07  4.10
H  2.18  -1.10  2.39
H  1.00  1.01  3.26
H  1.62  1.11  1.69
H  1.99  2.45  2.70
H  4.08  2.05  4.56
H  4.04  0.45  5.22
H  2.57  1.45  5.15
H  4.23  2.37  1.15
C  1.20  -2.43  -0.13
C  1.91  -1.99  -1.40
C  2.57  -0.63  -1.11
C  2.99  -3.02  -1.73
C  3.58  -2.90  -3.13
C  2.46  -2.95  -4.16
C  1.35  -1.94  -3.93
C  1.81  -0.55  -4.39
C  0.12  -2.37  -4.73
N  0.97  -1.95  -2.51
O  -0.08  -1.03  -2.25
H  1.85  -2.22  0.71
H  0.31  -1.81  0.01
H  0.90  -3.48  -0.10
H  3.24  -0.74  -0.25
H  3.23  -0.31  -1.92
H  1.86  0.18  -0.98
H  3.80  -2.88  -1.01
H  2.63  -4.04  -1.56
H  4.15  -1.98  -3.25
H  4.24  -3.75  -3.31
H  2.06  -3.97  -4.19
H  2.89  -2.74  -5.15
H  1.15  0.23  -4.01
H  1.78  -0.46  -5.48
H  2.83  -0.30  -4.08
H  0.40  -2.52  -5.78
H  -0.64  -1.59  -4.69
H  -0.28  -3.31  -4.35
H  -0.76  -1.61  -1.85
C  -2.02  5.87  1.95
C  -3.21  5.39  1.14
O  -3.64  4.12  1.58
H  -1.76  6.90  1.71
H  -1.16  5.24  1.74
H  -2.25  5.80  3.02
H  -2.94  5.39  0.08
H  -4.06  6.08  1.22
H  -3.37  3.45  0.94
C  -0.77  -2.87  2.74
C  -2.10  -3.56  2.80
O  -2.70  -3.57  1.50
H  -0.26  -2.95  3.70
H  -0.87  -1.82  2.48
H  -0.14  -3.31  1.95
H  -2.74  -3.03  3.51
H  -1.99  -4.59  3.14
H  -3.66  -3.63  1.62
C  -6.76  -1.53  0.74
C  -5.53  -0.82  1.25
O  -5.26  0.28  0.41
H  -7.63  -0.89  0.85
H  -6.96  -2.48  1.24
H  -6.65  -1.73  -0.33
H  -4.66  -1.51  1.26
H  -5.66  -0.53  2.30
H  -4.37  0.59  0.62
C  -2.29  2.25  -5.35
C  -1.08  1.49  -4.87
O  -1.15  1.32  -3.45
H  -3.22  1.72  -5.12
H  -2.23  2.36  -6.43
H  -2.34  3.24  -4.90
H  -0.18  2.07  -5.12
H  -1.03  0.52  -5.37
H  -0.71  0.48  -3.22
C  -3.46  -1.77  -2.99
C  -3.46  -2.44  -1.64
O  -2.10  -2.65  -1.23
H  -3.03  -0.77  -2.93
H  -4.46  -1.75  -3.42
H  -2.83  -2.35  -3.67
H  -4.00  -3.39  -1.69
H  -3.99  -1.82  -0.90
H  -2.11  -2.83  -0.28
C  -4.06  3.06  -1.66
O  -2.73  3.31  -2.08
H  -4.18  2.18  -1.03
H  -4.44  3.94  -1.14
H  -4.71  2.99  -2.54
H  -2.40  2.51  -2.50
C  -1.92  0.35  0.19
O  -2.73  1.18  1.00
H  -1.99  -0.70  0.49
H  -2.28  0.41  -0.84
H  -0.88  0.67  0.19
H  -2.29  1.36  1.85
C  -2.85  0.83  4.36
O  -1.67  1.04  3.61
H  -3.36  1.77  4.60
H  -3.54  0.19  3.81
H  -2.67  0.33  5.32
H  -1.02  1.44  4.21
C  0.53  3.21  -0.54
O  1.66  3.88  -1.06
H  0.30  3.53  0.49
H  -0.39  3.41  -1.10
H  0.74  2.14  -0.51
H  1.46  4.82  -1.09

Lowest unoccupied orbital energy: 0.4 eV
Electronic energy: -60045.721 eV
SMILES: CC1(C)CCCC(C)(C)N1O.CC1(C)CCCC(C)(C)N1O.CCO.CCO.CCO.CCO.CCO.CO.CO.CO.CO
Kohn-Sham gap: 8.483 eV
Max |F|: 1.5 eV Å⁻¹


# 2
The following is a quantum chemistry calculation of a 13-piece molecular cluster, C32H84N6O13S7 overall, from the Open Molecules 2025 dataset.

Atoms and positions in Å:
C  16.15  3.96  11.07
C  17.31  4.80  11.65
O  17.34  4.82  12.87
N  18.22  5.35  10.91
C  19.57  5.76  11.36
H  15.65  3.33  11.80
H  16.58  3.29  10.32
H  15.42  4.51  10.47
H  18.05  5.35  9.91
H  20.30  4.95  11.39
H  19.45  5.96  12.43
H  20.00  6.69  11.01
C  18.28  -2.32  10.23
C  18.58  -0.99  9.67
O  19.02  -0.85  8.46
N  18.52  0.09  10.51
C  19.02  1.51  10.12
H  19.14  -2.69  10.77
H  18.00  -2.99  9.41
H  17.50  -2.13  10.97
H  17.91  0.00  11.31
H  19.17  2.09  11.03
H  18.20  2.06  9.66
H  19.96  1.59  9.57
C  18.41  9.72  17.69
C  17.60  8.49  17.33
O  17.66  7.49  18.07
N  17.01  8.42  16.14
C  16.23  7.25  15.65
H  19.40  9.56  17.28
H  18.53  9.85  18.77
H  18.00  10.65  17.29
H  17.21  9.20  15.52
H  15.70  6.71  16.44
H  16.74  6.51  15.04
H  15.59  7.75  14.92
C  22.94  8.32  12.16
C  23.23  7.71  10.76
O  23.91  8.39  10.01
N  23.02  6.40  10.50
C  23.19  5.83  9.16
H  22.94  7.57  12.95
H  21.94  8.75  12.15
H  23.66  9.05  12.53
H  22.67  5.77  11.21
H  24.16  5.42  8.90
H  23.00  6.45  8.29
H  22.49  5.00  9.05
C  18.34  8.62  9.14
C  17.33  9.00  8.12
O  16.17  9.25  8.46
N  17.80  9.09  6.80
C  17.09  9.79  5.79
H  18.06  7.63  9.51
H  18.47  9.20  10.05
H  19.29  8.74  8.62
H  18.79  9.16  6.61
H  17.82  9.99  5.00
H  16.92  10.83  6.06
H  16.19  9.37  5.35
C  22.27  2.38  10.50
C  21.99  1.74  11.82
O  22.25  2.32  12.85
N  21.38  0.55  11.84
C  21.13  -0.19  13.07
H  22.17  1.69  9.67
H  23.34  2.61  10.49
H  21.73  3.29  10.26
H  21.03  0.10  11.02
H  21.15  0.41  13.97
H  21.82  -1.03  13.17
H  20.08  -0.46  13.13
C  13.84  5.25  13.16
S  12.93  4.34  11.80
O  11.68  3.61  12.29
C  12.15  5.64  10.85
H  14.28  4.71  13.99
H  13.06  5.89  13.59
H  14.59  5.91  12.72
H  11.61  5.24  9.99
H  12.81  6.46  10.57
H  11.28  6.09  11.32
C  19.12  9.17  13.18
S  17.87  10.56  13.19
O  16.89  10.37  14.36
C  19.02  12.01  13.47
H  19.51  9.08  12.16
H  18.50  8.29  13.28
H  19.79  9.35  14.03
H  18.46  12.94  13.56
H  19.64  12.01  12.58
H  19.55  11.85  14.41
C  17.89  5.55  7.47
S  19.65  5.46  7.86
O  20.02  4.16  8.56
C  20.21  5.30  6.17
H  17.72  6.30  6.69
H  17.25  5.92  8.27
H  17.45  4.58  7.25
H  19.88  4.35  5.75
H  21.29  5.28  6.31
H  19.96  6.21  5.64
C  12.56  5.32  6.80
S  14.45  5.52  6.83
O  14.84  4.87  8.16
C  14.93  4.37  5.45
H  12.01  6.01  6.16
H  12.21  5.44  7.82
H  12.38  4.35  6.34
H  15.84  3.81  5.68
H  14.93  4.97  4.54
H  14.16  3.62  5.29
C  17.96  1.30  15.20
S  17.02  1.40  13.65
O  17.05  -0.02  12.98
C  15.38  1.45  14.49
H  19.01  1.01  15.10
H  17.57  0.76  16.06
H  18.06  2.24  15.73
H  15.29  2.27  15.20
H  15.03  0.51  14.92
H  14.52  1.68  13.86
C  19.45  4.95  15.93
S  20.74  5.77  16.90
O  21.95  4.97  16.58
C  20.87  7.06  15.58
H  19.73  4.88  14.88
H  18.56  5.58  16.04
H  19.26  3.94  16.28
H  21.79  7.56  15.87
H  20.17  7.87  15.80
H  20.80  6.67  14.57
C  15.03  0.42  6.48
S  13.72  0.89  7.58
O  12.86  -0.26  8.08
C  14.87  1.52  9.00
H  14.63  -0.34  5.81
H  15.77  -0.14  7.05
H  15.46  1.18  5.82
H  14.08  2.07  9.52
H  15.74  2.13  8.75
H  15.25  0.71  9.62

Energy relative to the best compared isomer or geometry (same formula, charge and spin): 25.00 kcal/mol
Lowest unoccupied orbital energy: -0.4 eV
Electronic energy: -145943.286 eV
Kohn-Sham gap: 8.405 eV
Max |F|: 5.4 eV Å⁻¹